(1)
DFT (ωB97M-V/def2-TZVPD) results for a 9-piece molecular cluster, C18H56N2O9 overall in a non-equilibrium geometry.

The geometry in XYZ format:
```
85
C18H56N2O9, DFT ωB97M-V/def2-TZVPD
O 15.440 3.816 22.323
H 15.774 3.013 21.923
H 14.513 3.636 22.483
O 16.120 1.361 20.861
H 17.003 1.101 20.596
H 16.016 0.997 21.740
C 10.935 6.867 22.482
C 11.900 5.660 22.772
C 11.539 4.300 22.096
O 12.701 3.419 21.985
C 12.569 2.401 21.019
N 13.199 6.176 22.407
H 9.892 6.553 22.435
H 11.273 7.376 21.579
H 11.022 7.495 23.369
H 11.939 5.528 23.853
H 11.199 4.471 21.074
H 10.736 3.738 22.573
H 13.355 1.654 21.132
H 12.642 2.806 20.010
H 11.590 1.943 21.160
H 13.764 5.340 22.348
H 13.274 6.528 21.464
C 20.346 1.903 21.504
C 19.571 2.127 20.188
C 20.503 2.369 19.000
O 19.755 2.879 17.875
C 20.383 2.883 16.655
N 18.736 1.033 19.967
H 20.940 2.803 21.663
H 21.017 1.072 21.288
H 19.638 1.785 22.325
H 19.075 3.086 20.335
H 21.017 1.455 18.703
H 21.229 3.138 19.265
H 21.216 3.585 16.641
H 19.711 3.242 15.875
H 20.734 1.916 16.294
H 19.308 0.247 20.240
H 18.601 0.925 18.972
C 13.617 -1.369 21.641
C 12.489 -2.299 22.119
O 12.575 -3.573 21.499
H 13.529 -1.133 20.580
H 14.621 -1.776 21.760
H 13.612 -0.420 22.176
H 11.571 -1.796 21.813
H 12.564 -2.412 23.200
H 12.437 -4.213 22.201
C 16.826 4.139 16.951
C 16.566 3.620 18.406
O 15.435 2.746 18.468
H 17.236 3.440 16.222
H 17.626 4.865 17.096
H 15.980 4.652 16.495
H 16.460 4.437 19.119
H 17.426 3.066 18.783
H 15.475 2.251 19.290
C 17.108 -0.546 23.482
C 16.738 0.547 24.489
O 15.849 1.244 23.719
H 16.194 -1.030 23.137
H 17.676 -1.252 24.087
H 17.614 -0.236 22.568
H 17.559 1.234 24.695
H 16.185 0.260 25.384
H 15.421 1.905 24.268
C 17.926 -2.020 19.359
C 19.367 -2.405 19.423
O 20.273 -1.435 19.894
H 17.128 -2.741 19.185
H 17.742 -1.121 18.769
H 17.617 -1.755 20.370
H 19.768 -2.630 18.435
H 19.410 -3.332 19.994
H 21.160 -1.681 19.623
C 15.222 -0.941 17.816
C 14.050 -0.219 17.223
O 14.417 1.000 16.647
H 16.022 -1.105 17.094
H 14.923 -1.921 18.186
H 15.605 -0.312 18.620
H 13.304 -0.052 18.000
H 13.600 -0.913 16.513
H 14.846 1.580 17.281
```

HOMO level (alpha / beta) = -0.40451 / -0.40347 Ha
net charge = +1
spin multiplicity = 2
frontier orbital gap (alpha / beta) = 8.7 / 2.0 eV


(2)
DFT (ωB97M-V/def2-TZVPD) results for a 10-piece molecular cluster, C18H56O19 overall in a non-equilibrium geometry.

The geometry in XYZ format:
```
93
C18H56O19, DFT ωB97M-V/def2-TZVPD
O -1.335 -2.418 0.887
C -1.569 -2.658 2.207
C -1.366 -4.083 2.528
O -2.137 -4.573 3.619
H -0.745 -1.630 0.826
H -0.857 -2.094 2.756
H -2.594 -2.319 2.452
H -0.392 -4.448 2.900
H -1.437 -4.640 1.663
H -1.883 -3.969 4.318
O -2.209 -0.818 -3.994
C -0.992 -0.515 -4.752
C -0.392 0.794 -4.223
O 0.629 1.317 -5.161
H -1.970 -1.261 -3.197
H -0.291 -1.372 -4.711
H -1.129 -0.311 -5.816
H -0.017 0.680 -3.174
H -1.070 1.616 -4.266
H 0.209 1.868 -5.877
O -1.370 0.548 2.439
C -2.649 1.051 2.135
C -3.095 2.138 3.108
O -4.404 2.660 2.929
H -1.179 0.394 3.380
H -2.515 1.358 1.048
H -3.307 0.161 2.150
H -2.319 2.942 3.075
H -3.075 1.660 4.099
H -4.723 2.910 3.805
O -0.673 2.287 -1.509
C -0.020 3.458 -1.869
C -0.395 4.211 -3.189
O 0.145 5.421 -3.145
H -1.579 2.559 -1.516
H 0.086 4.127 -0.962
H 0.991 3.289 -2.069
H -1.480 4.324 -3.175
H -0.004 3.716 -4.042
H 1.074 5.214 -3.184
O -2.429 -1.868 -1.442
C -3.650 -2.193 -0.996
C -3.668 -3.716 -1.006
O -4.730 -4.159 -0.272
H -1.960 -1.771 -0.580
H -3.968 -1.707 -0.001
H -4.369 -1.784 -1.674
H -2.763 -4.214 -0.666
H -3.592 -3.998 -2.072
H -4.628 -4.014 0.700
O 4.315 2.975 -1.176
C 3.891 1.593 -1.201
C 3.111 1.495 0.100
O 2.683 0.286 0.445
H 4.683 3.048 -0.342
H 3.191 1.363 -1.986
H 4.709 0.868 -1.189
H 2.189 2.118 -0.069
H 3.642 2.002 0.864
H 1.835 0.133 0.007
O -0.965 3.821 1.077
C 0.299 4.018 1.631
C 0.693 2.865 2.576
O 2.002 3.119 2.777
H -0.971 2.935 0.766
H 1.027 4.018 0.845
H 0.317 5.046 2.211
H 0.800 1.830 2.121
H 0.132 2.752 3.447
H 2.424 2.262 3.046
O 1.453 -1.264 2.395
C 2.075 -2.588 2.270
C 2.433 -3.291 3.597
O 3.197 -2.391 4.384
H 2.075 -0.608 2.088
H 1.562 -3.198 1.579
H 3.123 -2.448 1.890
H 2.946 -4.241 3.508
H 1.366 -3.382 4.023
H 4.178 -2.504 4.200
O 0.921 -2.426 -1.120
C 2.355 -2.351 -1.463
C 2.616 -1.455 -2.660
O 4.020 -1.157 -2.771
H 0.542 -1.692 -0.636
H 2.765 -2.098 -0.479
H 2.759 -3.310 -1.730
H 2.083 -0.501 -2.497
H 2.132 -1.802 -3.605
H 4.019 -0.523 -3.442
O -0.039 -0.131 0.039
H -0.448 0.343 0.747
H -0.345 0.298 -0.750
```

SMILES = OCCO.OCCO.OCCO.OCCO.OCCO.OCCO.OCCO.OCCO.OCCO.O
HOMO level = -0.34490 Ha
spin multiplicity = 1
frontier orbital gap = 9.5 eV


(3)
DFT (ωB97M-V/def2-TZVPD) results for a 12-piece molecular cluster, C18H58O15P overall in a non-equilibrium geometry.

The geometry in XYZ format:
```
92
C18H58O15P, DFT ωB97M-V/def2-TZVPD
P -0.162 0.064 -0.313
O -0.474 -0.808 -1.488
O -0.389 -0.858 0.951
O -1.025 1.203 -0.309
O 1.141 0.543 -0.474
C 5.254 -1.335 -1.259
C 3.755 -1.256 -1.525
O 3.302 0.047 -1.812
H 5.527 -0.530 -0.374
H 5.867 -1.344 -2.190
H 5.642 -2.325 -0.913
H 3.375 -1.488 -0.558
H 3.216 -1.885 -2.273
H 2.402 0.155 -1.374
C -2.043 5.704 -0.505
C -1.083 4.475 -0.299
O -1.565 3.597 0.614
H -1.875 6.258 0.507
H -3.044 5.245 -0.645
H -1.761 6.185 -1.349
H -0.141 4.860 -0.014
H -0.983 3.825 -0.927
H -1.349 2.650 0.265
C -4.831 -0.349 1.612
C -3.309 -0.105 1.246
O -2.713 -1.135 1.962
H -5.482 -1.418 1.356
H -5.511 0.272 1.269
H -5.223 0.002 2.475
H -2.844 0.845 1.743
H -3.124 -0.433 0.144
H -1.704 -1.269 1.578
C 1.273 -5.068 -1.547
C 0.726 -3.761 -0.995
O 0.459 -3.008 -2.199
H 1.518 -5.656 -0.829
H 2.097 -4.776 -1.969
H 0.645 -5.727 -2.118
H 1.470 -3.185 -0.260
H -0.111 -3.839 -0.362
H 0.134 -2.050 -1.879
C 2.482 4.804 -0.968
C 2.317 3.345 -0.596
O 1.702 2.797 -1.603
H 2.945 5.609 -0.368
H 1.666 5.320 -1.413
H 3.228 4.935 -1.778
H 3.265 2.713 -0.461
H 1.698 3.125 0.242
H 1.483 2.081 -1.175
C -0.123 -4.922 3.050
C -0.642 -3.544 2.541
O 0.409 -2.908 2.075
H 0.507 -4.942 3.939
H 0.247 -5.719 2.212
H -1.068 -5.244 3.355
H -1.204 -2.989 3.358
H -1.355 -3.652 1.694
H 0.198 -2.052 1.665
C -0.147 2.061 4.404
C -0.275 1.430 3.093
O -0.048 0.088 3.202
H 0.940 1.829 4.864
H -0.741 1.794 5.222
H -0.356 3.089 4.320
H 0.456 1.870 2.383
H -1.361 1.874 2.884
H -0.142 -0.412 2.300
C -2.933 -2.805 -1.086
O -2.617 -2.059 -2.286
H -2.785 -4.069 -1.131
H -3.977 -2.389 -0.850
H -2.313 -2.497 -0.409
H -1.984 -1.439 -2.242
C 0.606 0.709 -4.093
O -0.124 -0.520 -4.016
H 0.233 1.313 -3.266
H 0.652 1.151 -4.977
H 1.574 0.702 -3.711
H -0.396 -0.628 -2.982
C -3.024 0.999 -2.650
O -2.751 2.203 -1.934
H -2.123 0.614 -2.679
H -3.363 1.177 -3.634
H -3.793 0.332 -1.804
H -2.146 1.947 -1.413
C 3.089 -0.023 2.247
O 3.240 0.582 1.022
H 2.638 0.685 2.968
H 2.582 -0.936 2.166
H 4.162 -0.312 2.705
H 2.404 0.528 0.678
```

HOMO level = -0.01926 Ha
net charge = -3
spin multiplicity = 1
frontier orbital gap = 7.3 eV


Energy in eV, matching the order above: -40969.5093, -58467.2707, -59594.7448
Energy above the lowest of the compared OMol25 structures with the same formula, charge and spin in kcal/mol, matching the order above: 0.0, 114.4, 102.8